Entry 1:
ORCA calculation (ωB97M-V with the def2-TZVPD basis set) on a 2-piece molecular cluster, C2H5FS2 overall.

Each line ends with the Löwdin charge.
Cartesian coordinates (Å):
C1 1.05846 -0.31981 -0.11531  -0.132
C2 0.83526 1.05108 -0.42422  -0.195
F1 0.77591 1.94279 0.55656  0.022
S1 -1.93975 -1.22824 0.10523  0.205
S2 -2.62730 0.60965 -0.10644  0.016
H1 0.04389 -0.86318 0.00277  -0.056
H2 1.55488 -0.84440 -0.92296  0.087
H3 1.56652 -0.44663 0.83698  0.094
H4 0.55648 1.44759 -1.38656  0.104
H5 -1.82435 -1.34886 1.45395  -0.145

Atoms 1-6, force components in eV/Å:
C -0.3 -0.5 0.3
C -0.7 0.4 -0.3
F 0.2 0.1 0.3
S -0.7 -0.2 0.3
S 0.5 -0.1 -0.1
H 0.7 0.3 -0.1

Results
E_LUMO (alpha / beta): -1.59 / 0.44 eV
Highest occupied orbital energy (alpha / beta): -7.6 / -8.4 eV
Energy above the lowest of the compared OMol25 structures with the same formula, charge and spin: 247.4 kJ/mol
Total charge: 0

=====

Entry 2:
ORCA calculation (ωB97M-V with the def2-TZVPD basis set) on C26H23Br4Cl2FeN6O6 as an isolated structure.

Each line ends with the Löwdin charge.
Cartesian coordinates (Å):
Fe1 0.41151 0.47794 -0.04122  0.587
C1 -1.79672 3.81366 1.69444  -0.031
C2 -0.96930 2.73125 1.36512  -0.093
N1 -1.11831 2.02804 0.25956  0.101
C3 -2.11937 2.36289 -0.58140  -0.135
C4 -2.98135 3.44181 -0.34904  -0.152
C5 -2.79845 4.17456 0.83445  -0.016
C6 -3.99879 3.75879 -1.31291  -0.030
C7 -4.14344 3.03381 -2.44157  -0.031
C8 -3.29421 1.90558 -2.70080  -0.146
C9 -3.39913 1.09776 -3.84522  -0.020
C10 -2.55536 0.02685 -3.99180  -0.040
C11 -1.62056 -0.24668 -2.97883  -0.091
N2 -1.50620 0.49559 -1.90433  0.113
C12 -2.30391 1.56133 -1.77136  -0.139
H1 -1.62007 4.35256 2.61488  0.107
H2 -0.14076 2.43657 1.99490  0.113
H3 -3.44814 5.01523 1.04985  0.113
H4 -4.64641 4.60466 -1.11405  0.109
H5 -4.90762 3.28626 -3.16736  0.109
H6 -4.14558 1.32869 -4.59672  0.111
H7 -2.60696 -0.61194 -4.86327  0.100
H8 -0.95485 -1.09906 -3.03846  0.114
N3 2.08602 -0.74849 0.16637  0.059
C13 2.07831 -2.05582 -0.47835  -0.240
C14 3.06933 -3.06964 0.11261  -0.145
C15 3.18990 -3.13344 1.64409  -0.171
C16 1.89631 -3.30266 2.43763  -0.158
N4 1.04816 -4.33065 1.82469  0.103
C17 -0.20079 -4.52716 2.23278  -0.454
N5 -0.54333 -4.42184 3.53478  0.182
N6 -1.10285 -4.91932 1.32967  0.201
C18 0.62097 -2.55322 -0.64849  -0.574
O1 0.44281 -3.80481 -0.71606  -0.076
O2 -0.25612 -1.67995 -0.72886  -0.015
H9 2.88312 -0.18748 -0.11052  0.118
H10 2.06559 -0.79072 1.17960  0.089
H11 2.37917 -1.87955 -1.51627  0.161
H12 4.06867 -2.82931 -0.26094  0.114
H13 2.82976 -4.05288 -0.29584  0.109
H14 3.67444 -2.22744 2.01508  0.113
H15 3.86568 -3.95871 1.88410  0.110
H16 1.33398 -2.36351 2.48902  0.109
H17 2.15244 -3.59256 3.45973  0.118
H18 1.10287 -4.35605 0.79380  0.094
H19 0.10260 -3.86262 4.07175  0.096
H20 -1.47710 -4.05024 3.65657  0.104
H21 -0.88145 -4.62852 0.36758  0.094
H22 -2.07115 -4.83847 1.59554  0.086
Br1 4.66957 4.82170 -3.31747  0.647
C19 3.71088 3.89645 -1.97017  -0.778
C20 3.89460 4.20432 -0.63637  -0.780
Br2 5.10685 5.56161 -0.10922  0.645
C21 3.17267 3.49347 0.33992  -0.647
Br3 3.36299 3.85865 2.19237  0.700
C22 2.27506 2.48341 0.01191  -0.417
O3 1.60061 1.79292 0.88732  -0.200
C23 2.06998 2.17225 -1.38322  -0.423
O4 1.21511 1.24072 -1.67598  -0.171
C24 2.80323 2.88477 -2.33002  -0.650
Br4 2.48932 2.41323 -4.13952  0.701
Cl1 -3.34867 -2.35743 0.87599  0.589
C25 -2.43375 -0.85678 1.16232  -0.976
Cl2 -3.49857 0.32530 1.97408  0.615
C26 -1.17611 -1.06622 2.04396  -0.743
O5 -1.25027 -1.87628 2.97296  -0.039
O6 -0.18962 -0.33845 1.75702  -0.061
H23 -2.16724 -0.46475 0.18919  0.010

Atoms 1-6, force components in eV/Å:
Fe 0.2 0.1 0.4
C 0.0 0.0 0.0
C 0.0 0.0 0.0
N 0.0 -0.2 -0.2
C 0.0 0.0 0.0
C 0.0 0.0 0.0

Results
E_LUMO: 2.36 eV
Highest occupied orbital energy: -3.7 eV
Total charge: -1

=====

Entry 3:
ORCA calculation (ωB97M-V with the def2-TZVPD basis set) on a 2-piece molecular cluster, C6H13NO overall in a non-equilibrium geometry.

Each line ends with the Löwdin charge.
Cartesian coordinates (Å):
C1 -1.29316 2.42995 1.27828  -0.103
N1 -1.90699 1.18754 0.64886  -0.125
C2 -1.21101 0.14504 -0.10094  -0.309
C3 -0.48575 -0.83327 0.51641  -0.115
C4 0.09627 -1.97413 -0.11445  -0.160
C5 1.47297 -2.22699 -0.37160  0.053
C6 -1.21107 0.44351 -1.62059  -0.060
H1 -1.22078 3.18199 0.48471  0.064
H2 -0.28214 2.08858 1.92277  0.122
H3 -1.83715 2.74850 2.15147  0.042
H4 -2.62823 0.68338 1.25701  0.128
H5 -0.51780 -0.89651 1.56940  0.095
H6 -0.59739 -2.79014 -0.32603  0.099
H7 1.82686 -3.01727 -0.93199  0.010
H8 2.36245 -1.65933 0.09160  0.063
H9 -1.71936 -0.41942 -2.17304  0.083
H10 -1.97797 1.29890 -1.92615  0.106
H11 -0.30237 0.59978 -2.16815  0.048
H12 2.83406 0.00098 -0.08334  -0.107
H13 4.10870 0.29967 0.50171  0.038
O1 3.63631 0.20793 -0.30433  0.026

Atoms 1-6, force components in eV/Å:
C 2.2 -3.4 0.8
N -1.8 -1.2 1.7
C 1.8 1.7 0.0
C -1.8 1.9 -0.8
C 4.9 -2.2 -1.7
C -2.9 3.1 2.8

Results
E_LUMO: 0.85 eV
Highest occupied orbital energy: -8.6 eV
Energy above the lowest of the compared OMol25 structures with the same formula, charge and spin: 462.8 kJ/mol
Total charge: 0

=====

Entry 4:
ORCA calculation (ωB97M-V with the def2-TZVPD basis set) on C5H6Br2N2O3 in the gas phase in a non-equilibrium geometry.

Each line ends with the Löwdin charge.
Cartesian coordinates (Å):
C1 1.53157 -0.07522 0.63148  -0.551
C2 -0.49703 -1.46123 0.94263  -0.488
C3 2.76198 0.13190 0.19846  -1.083
C4 -1.09021 0.23379 -0.96485  -0.399
C5 -2.34047 0.90120 -1.43467  0.011
N1 0.92805 -1.28690 0.79615  0.156
N2 -1.24628 -0.81674 0.02799  0.192
O1 0.81174 0.94629 1.13819  0.061
O2 -0.87952 -2.13767 1.85878  0.127
O3 -0.01597 0.75078 -1.22994  0.084
Br1 3.84343 -1.37744 -0.11713  0.668
Br2 3.57846 1.86281 0.15284  0.556
H1 -2.75886 1.31196 -0.57097  0.072
H2 -3.12072 0.25890 -1.72295  0.067
H3 -2.04202 1.61876 -2.30127  0.145
H4 1.49085 -1.89060 1.39869  0.145
H5 -2.22016 -0.78400 0.29565  0.150
H6 1.26516 1.81341 0.90092  0.087

Atoms 1-6, force components in eV/Å:
C -4.9 0.9 2.5
C 3.3 0.3 1.4
C 2.8 -1.8 -2.1
C 2.7 0.8 0.8
C 1.4 0.3 -2.1
N -0.4 -0.4 0.2

Results
E_LUMO (alpha / beta): 0.18 / -2.54 eV
⟨S²⟩: 2.0060
Highest occupied orbital energy (alpha / beta): -4.5 / -9.9 eV
Spin multiplicity: 3
Total charge: 0

=====

> total charge of number 2 (C26H23Br4Cl2FeN6O6)?

-1

=====

> Among the records above, which one has the lowest total charge?

C26H23Br4Cl2FeN6O6

=====

> Which value of total charge does entry 2 give?

-1